Here is a molecular structure, C25H58CaN2O2Si3 in a non-equilibrium geometry from the OMol25 dataset. Energies are from wB97M-V/def2-TZVPD.

Geometry as XYZ:
```
91
Properties=species:S:1:pos:R:3:mulliken_charge:R:1
O 0.374 1.257 -3.737 -0.255
O -0.437 -0.462 -5.046 -0.151
C -0.429 2.345 -3.172 0.075
C 0.358 3.622 -3.029 -1.348
H -0.828 1.997 -2.209 0.074
H -1.264 2.481 -3.865 0.393
H 0.799 3.703 -2.032 0.313
H -0.319 4.472 -3.141 0.392
H 1.150 3.730 -3.777 0.341
C 1.780 1.105 -3.285 -0.092
C 2.667 1.057 -4.493 -1.180
H 1.819 0.186 -2.685 0.025
H 2.002 1.967 -2.648 0.489
H 2.472 0.163 -5.102 0.227
H 3.706 1.015 -4.158 0.424
H 2.541 1.961 -5.107 0.269
C -0.394 -1.698 -4.254 -0.197
C -1.758 -0.115 -5.589 -0.200
C 1.029 -2.147 -4.076 -1.222
H -0.977 -2.426 -4.829 0.555
H -0.897 -1.527 -3.288 0.192
H 1.632 -1.993 -4.977 0.267
H 1.014 -3.218 -3.856 0.441
H 1.508 -1.649 -3.230 0.236
C -1.576 0.524 -6.939 -1.324
H -2.248 0.570 -4.885 0.186
H -2.342 -1.038 -5.657 0.482
H -1.032 1.470 -6.860 0.279
H -2.561 0.718 -7.370 0.432
H -1.029 -0.137 -7.621 0.311
H -0.042 0.421 -4.432 0.539
Ca -0.250 -0.088 1.927 1.592
C -1.052 -1.148 0.217 -0.514
Si -2.864 -0.924 -0.053 0.449
H -0.726 -2.187 0.395 -0.400
H -0.478 -0.796 -0.661 -0.117
C -3.313 0.810 -0.648 -0.408
C -3.849 -1.216 1.518 -0.876
C -3.453 -2.139 -1.373 -1.130
C -1.365 2.112 2.276 -0.894
Si -1.414 1.982 4.120 0.587
H -2.343 2.250 1.794 0.072
H -0.674 2.865 1.859 0.101
C -3.039 1.162 4.619 -1.122
C -1.298 3.642 4.991 -1.232
C 0.020 0.901 4.755 -0.946
H -4.473 -2.478 -1.152 0.398
H -2.800 -3.022 -1.400 0.271
H -3.448 -1.686 -2.374 0.208
H -3.013 1.587 0.064 0.076
H -4.405 0.873 -0.775 0.365
H -2.847 1.044 -1.616 -0.124
H -3.826 -0.366 2.211 0.051
H -3.507 -2.110 2.053 0.286
H -4.895 -1.377 1.224 0.382
H -1.621 4.447 4.318 0.323
H -0.267 3.857 5.308 0.309
H -1.939 3.665 5.884 0.322
H 0.993 1.188 4.320 0.271
H -0.116 -0.190 4.619 0.219
H 0.099 1.060 5.842 0.441
H -3.322 1.497 5.628 0.373
H -2.970 0.065 4.635 0.270
H -3.846 1.448 3.929 0.295
C 2.265 2.878 0.990 -0.949
C 2.856 1.640 1.611 0.297
C 4.177 1.602 2.059 -0.690
C 4.696 0.409 2.573 -0.745
C 3.893 -0.724 2.626 -0.704
C 2.525 -0.616 2.239 0.788
N 2.051 0.578 1.732 0.025
N 1.584 -1.556 2.381 0.057
Si 1.597 -3.209 2.898 -0.188
C 2.922 -4.207 2.025 -1.043
C 1.884 -3.264 4.751 -0.977
C -0.084 -3.942 2.481 -0.980
H 1.723 2.632 0.063 -0.073
H 1.560 3.373 1.675 0.128
H 3.069 3.585 0.748 0.424
H 4.774 2.509 1.986 0.390
H 5.726 0.360 2.925 0.391
H 4.248 -1.690 2.989 0.298
H 3.855 -3.637 1.909 0.318
H 3.142 -5.118 2.602 0.351
H 2.580 -4.508 1.023 0.256
H 1.009 -2.874 5.292 0.271
H 2.059 -4.302 5.071 0.367
H 2.758 -2.660 5.035 0.305
H -0.902 -3.438 3.019 0.190
H -0.298 -3.903 1.404 0.217
H -0.085 -5.000 2.787 0.409
```

Values from the calculation:
Kohn-Sham gap (Eh): 0.20366
E (eV): -76012.798
LUMO level (eV): -0.16
Energy relative to the best compared isomer or geometry (same formula, charge and spin) (kJ/mol): 397.02